1.
DFT (ωB97M-V/def2-TZVPD) results for a molecular structure, C57H149AsF8N12NiO18S2 in a non-equilibrium geometry.

Results
* multiplicity: 3
* E_LUMO (alpha / beta): -0.0327 / -0.0413 Ha
* ⟨S²⟩: 2.00
* HOMO-LUMO gap (alpha / beta): 7.48 / 7.25 eV

Positions of all 248 atoms, in Å:
1 Ni -4.82525 -0.49632 -1.91631
2 As -1.34414 0.83868 -0.95056
3 F -1.87791 2.43572 -1.69148
4 F 0.23947 1.45585 -0.28624
5 F -0.89083 -0.76559 -0.27857
6 F -2.93135 0.20060 -1.46201
7 F -0.72412 0.35579 -2.55883
8 F -2.25639 1.18393 0.66018
9 N -6.60784 -1.16659 -2.02629
10 S -7.68975 -0.97242 -3.09392
11 O -8.46711 0.26976 -2.94393
12 O -8.23026 -2.09644 -3.79246
13 F -6.61354 -0.50980 -4.19661
14 S -7.45596 -2.34082 -1.06176
15 O -6.71112 -3.60391 -0.89271
16 O -8.88541 -2.42794 -1.12019
17 F -7.27653 -1.53623 0.31486
18 C 8.00607 1.23366 3.68011
19 C 7.35613 0.12142 2.82043
20 C 7.51383 -1.22752 3.50661
21 C 6.37281 -1.57034 4.47526
22 C 5.01744 -1.20675 3.85144
23 C 4.81925 0.17230 3.15126
24 N 6.01832 0.37974 2.26586
25 O 5.90502 1.59047 1.57278
26 C 3.56551 0.18211 2.20474
27 C 4.50660 1.19063 4.25875
28 C 8.25735 -0.05910 1.57741
29 H 7.50431 1.20727 4.64740
30 H 7.94768 2.24977 3.28997
31 H 9.06789 1.05053 3.84468
32 H 7.49194 -2.03897 2.77916
33 H 8.43683 -1.35180 4.07294
34 H 6.51811 -1.03501 5.41355
35 H 6.42929 -2.59356 4.84664
36 H 4.19356 -1.26071 4.56308
37 H 4.68206 -2.05166 3.25000
38 H 2.76537 -0.41360 2.64408
39 H 3.13249 1.17150 2.05741
40 H 3.77447 -0.31099 1.25538
41 H 5.08910 1.10928 5.17645
42 H 4.60034 2.22913 3.94119
43 H 3.48070 1.19255 4.62705
44 H 7.89604 -0.75241 0.81789
45 H 9.27207 -0.45248 1.63822
46 H 8.32016 0.94459 1.15696
47 H 6.19276 2.28173 2.17358
48 C -1.34310 -6.96412 -1.66682
49 C 0.05598 -6.53361 -2.03463
50 C -0.10942 -5.53868 -3.28430
51 C 1.03399 -4.62984 -3.46098
52 C 1.21354 -3.79611 -2.08826
53 C 1.65841 -4.77417 -0.96499
54 N 0.75458 -5.94746 -0.85514
55 O 1.14938 -7.01809 0.06368
56 C 3.16474 -5.09928 -1.06551
57 C 1.51968 -3.92546 0.36445
58 C 0.88554 -7.77819 -2.60008
59 H -1.85319 -6.23029 -1.04279
60 H -1.19610 -7.77048 -0.94831
61 H -1.92827 -7.35254 -2.50038
62 H -0.19974 -6.06660 -4.23364
63 H -1.06265 -5.01134 -3.24762
64 H 0.79651 -4.05706 -4.35743
65 H 1.94781 -5.10485 -3.81789
66 H 0.22668 -3.40681 -1.83796
67 H 1.90251 -2.95547 -2.17044
68 H 3.75302 -4.19418 -1.21651
69 H 3.53372 -5.67143 -0.21428
70 H 3.32288 -5.71876 -1.94831
71 H 1.89935 -2.90835 0.26725
72 H 0.45423 -3.85143 0.58224
73 H 1.90942 -4.46658 1.22664
74 H 1.84019 -7.34968 -2.90525
75 H 0.52772 -8.16657 -3.55361
76 H 1.01446 -8.54353 -1.83475
77 H 0.48805 -6.86064 0.74151
78 C -5.03672 6.38156 -1.19262
79 O -6.15284 7.27892 -0.85923
80 H -5.20296 5.77507 -2.08292
81 H -4.01075 6.74614 -1.24324
82 H -5.02731 5.61531 -0.41747
83 H -6.26431 7.93890 -1.54741
84 C 4.13804 -2.15259 -4.78285
85 O 3.81653 -0.89399 -4.20859
86 H 4.08640 -2.17242 -5.87144
87 H 5.18857 -2.37980 -4.60155
88 H 3.55084 -2.95567 -4.33748
89 H 2.92481 -0.68731 -4.49795
90 C -5.86553 -2.30966 3.76201
91 O -7.20173 -1.88784 3.56673
92 H -5.76067 -2.59633 4.80840
93 H -5.91413 -3.17447 3.10032
94 H -5.22855 -1.50907 3.38598
95 H -7.28720 -0.97764 3.85967
96 C 3.36349 3.33519 -0.42930
97 C 2.98021 3.27732 -1.95096
98 C 1.62193 4.06885 -2.12540
99 O 1.08166 3.99663 -3.41478
100 C 0.00959 4.78503 -3.68441
101 N 3.99725 4.04580 -2.63315
102 H 4.44137 3.17331 -0.42187
103 H 2.88176 2.50542 0.08793
104 H 3.07266 4.29236 0.00353
105 H 2.78672 2.25572 -2.27804
106 H 1.67582 5.10926 -1.80484
107 H 0.81298 3.62630 -1.54415
108 H 0.05540 5.00379 -4.75125
109 H 0.01107 5.74287 -3.16420
110 H -1.00675 4.46452 -3.45543
111 H 4.75674 3.38076 -2.66430
112 H 3.67089 4.17020 -3.58084
113 C 0.22839 7.03924 4.29568
114 C 1.16331 5.95353 3.85356
115 C 0.92195 5.25296 2.48058
116 O -0.35394 4.90700 2.38111
117 C -0.62641 3.69689 1.53234
118 N 2.48424 6.62599 3.83261
119 H 0.19448 7.84519 3.56263
120 H 0.55112 7.40314 5.27113
121 H -0.78304 6.65163 4.41765
122 H 1.11518 5.15713 4.59621
123 H 1.42953 4.28877 2.45220
124 H 1.40202 5.70354 1.61190
125 H -0.04937 3.76733 0.61030
126 H -1.69429 3.73333 1.31692
127 H -0.41279 2.77932 2.08056
128 H 2.47941 7.27033 4.61035
129 H 2.41477 7.26489 3.05347
130 C -4.03272 -3.35175 -4.77716
131 C -4.44468 -2.68052 -3.56293
132 C -3.89096 -3.31819 -2.34396
133 O -3.71370 -2.28782 -1.32440
134 C -3.20540 -2.91553 -0.07899
135 N -3.95522 -1.25783 -3.66970
136 H -4.74977 -3.19113 -5.58223
137 H -4.02108 -4.43853 -4.69424
138 H -3.05536 -2.97524 -5.07900
139 H -5.52876 -2.76958 -3.63326
140 H -2.88513 -3.71419 -2.48396
141 H -4.54222 -4.07636 -1.90909
142 H -3.04836 -2.04787 0.56177
143 H -2.22509 -3.37196 -0.21595
144 H -3.83136 -3.70330 0.34019
145 H -2.95200 -1.33878 -3.58554
146 H -4.09763 -0.94146 -4.61825
147 C 8.96477 4.37941 -1.73527
148 C 7.63904 3.97878 -2.15995
149 C 7.44950 2.45315 -2.06287
150 O 6.12835 2.17493 -2.55017
151 C 5.59676 0.90392 -2.09754
152 N 6.65934 4.72317 -1.34368
153 H 8.99144 5.45322 -1.55004
154 H 9.72866 4.04896 -2.43909
155 H 9.25681 4.03335 -0.74378
156 H 7.47665 4.29785 -3.18948
157 H 7.68043 2.09800 -1.05856
158 H 8.08074 1.85650 -2.72138
159 H 4.50693 0.89999 -2.11665
160 H 5.83844 0.79479 -1.04029
161 H 5.98791 0.04083 -2.63622
162 H 5.77029 4.69293 -1.82199
163 H 6.61496 4.22967 -0.46357
164 C 0.06337 -1.32570 -6.20484
165 C 0.66285 0.00150 -5.88665
166 C -0.33394 1.10200 -5.85264
167 O -0.82165 1.34810 -7.07871
168 C -1.83759 2.33012 -7.23028
169 N 1.21355 -0.26318 -4.57764
170 H 0.74756 -2.17386 -6.17997
171 H -0.48126 -1.43774 -7.14236
172 H -0.67510 -1.58694 -5.44688
173 H 1.51884 0.15230 -6.54439
174 H 0.07530 2.07408 -5.57758
175 H -1.05775 0.85070 -5.07736
176 H -1.81710 2.36144 -8.31963
177 H -1.65034 3.31179 -6.79513
178 H -2.88064 2.06832 -7.05251
179 H 0.48658 -0.47103 -3.90799
180 H 1.41255 0.68788 -4.30201
181 C -2.65402 -5.53146 4.65513
182 C -1.86549 -5.78218 3.40491
183 C -1.57959 -7.29439 3.23393
184 O -0.59290 -7.62930 2.22719
185 C -0.31717 -8.95086 2.03491
186 N -2.40362 -5.24845 2.20144
187 H -2.02387 -5.34190 5.52409
188 H -3.28890 -6.39121 4.86925
189 H -3.27731 -4.64070 4.57670
190 H -0.84370 -5.40291 3.39038
191 H -2.50723 -7.86246 3.16387
192 H -1.24760 -7.66047 4.20546
193 H 0.55840 -8.97037 1.38600
194 H -1.17362 -9.46854 1.60295
195 H -0.01720 -9.50606 2.92366
196 H -1.82714 -5.48093 1.40537
197 H -2.35676 -4.23954 2.20692
198 C -5.76211 2.92997 0.36667
199 C -5.79951 1.83403 -0.71825
200 C -5.32194 2.41614 -2.01491
201 O -5.02773 1.32072 -2.95356
202 C -4.53522 1.84311 -4.21800
203 N -5.08234 0.72296 -0.17423
204 H -4.75452 3.18101 0.69808
205 H -6.26200 2.56002 1.26185
206 H -6.32731 3.75637 -0.06427
207 H -6.84025 1.51176 -0.68493
208 H -4.53981 3.15879 -1.85731
209 H -6.16098 2.95600 -2.45383
210 H -5.34235 2.34416 -4.75239
211 H -4.24299 1.03562 -4.88932
212 H -3.67296 2.50831 -4.17201
213 H -5.63024 0.35770 0.59161
214 H -4.30744 1.17056 0.29407
215 C -2.76474 3.65110 5.69688
216 C -3.63152 3.04821 4.61525
217 C -3.69655 3.95649 3.37132
218 O -4.27124 5.23084 3.67041
219 C -4.34288 6.12658 2.54650
220 N -3.21565 1.75434 4.34378
221 H -2.33919 2.93675 6.40165
222 H -3.25565 4.41911 6.29461
223 H -1.82288 4.04477 5.31474
224 H -4.57605 2.87532 5.13107
225 H -4.12831 3.44389 2.51172
226 H -2.64288 4.03128 3.10245
227 H -4.61273 7.04821 3.06214
228 H -5.10919 5.75786 1.86465
229 H -3.40680 6.30921 2.01877
230 H -2.30147 1.82828 3.92081
231 H -2.96590 1.31033 5.21589
232 C -0.43362 -2.23969 3.15399
233 C -1.01941 -1.05549 3.88003
234 C -0.02596 0.13768 3.82680
235 O -0.52144 1.25802 4.57471
236 C 0.46981 2.03232 5.08880
237 N -2.29256 -0.88181 3.31588
238 H -1.10212 -3.08389 2.98516
239 H 0.38182 -2.64038 3.75617
240 H -0.12364 -2.00460 2.13578
241 H -1.30811 -1.35656 4.88706
242 H 0.26528 0.49701 2.83980
243 H 0.80082 -0.27309 4.40630
244 H 1.23696 1.49932 5.65045
245 H 0.15421 2.82349 5.76893
246 H 1.05879 2.59430 4.36397
247 H -2.13850 -0.78759 2.32214
248 H -2.48332 0.06653 3.60630


2.
DFT (ωB97M-V/def2-TZVPD) results for a molecular structure, C57H151AgO19 in a non-equilibrium geometry.

Results
* E_LUMO: 0.0153 Ha
* HOMO-LUMO gap: 8.31 eV

Positions of all 228 atoms, in Å:
1 Ag 0.62175 1.18246 3.37187
2 C -0.93954 0.69003 -0.86208
3 C -0.45438 -0.37398 0.12667
4 C 0.16161 -1.50053 -0.65009
5 O 0.41589 0.11179 1.11154
6 H -1.42862 1.51469 -0.34359
7 H -1.70545 0.29981 -1.53232
8 H -0.20271 1.12565 -1.53693
9 H -1.37316 -0.80448 0.52492
10 H 0.89066 -1.21282 -1.40760
11 H -0.50789 -2.00376 -1.34767
12 H 0.62155 -2.28514 -0.04931
13 C -3.97930 1.06702 -3.14745
14 C -4.78279 1.31589 -1.82519
15 C -5.04538 2.81621 -1.61020
16 O -6.02294 0.65149 -1.93420
17 H -3.94192 -0.00855 -3.32019
18 H -2.96233 1.45260 -3.07546
19 H -4.48421 1.58319 -3.96399
20 H -4.28506 0.77747 -1.01866
21 H -4.15109 3.43777 -1.65491
22 H -5.46912 3.19578 -0.68043
23 H -5.66686 3.18803 -2.42482
24 H -6.39288 0.59137 -1.05039
25 C 3.70727 4.44350 -4.89939
26 C 3.60502 3.03119 -5.41237
27 C 4.68939 2.17220 -4.83100
28 O 2.35985 2.51718 -5.00818
29 H 4.66164 4.90947 -5.14464
30 H 3.68613 4.48168 -3.81027
31 H 2.93640 5.09541 -5.31034
32 H 3.63144 2.93178 -6.49751
33 H 5.63504 2.45026 -5.29633
34 H 4.43110 1.11561 -4.90178
35 H 4.84589 2.30577 -3.76059
36 H 1.67645 3.13035 -5.28851
37 C 0.86940 -7.66799 0.13512
38 C 0.62866 -9.04799 0.68758
39 C 1.39156 -9.27825 1.97615
40 O -0.74790 -9.18338 0.94335
41 H 0.26161 -7.50797 -0.75542
42 H 1.92759 -7.46630 -0.03115
43 H 0.48666 -6.92361 0.83333
44 H 0.88638 -9.75848 -0.09784
45 H 1.11857 -8.61835 2.79961
46 H 2.44217 -9.08649 1.75809
47 H 1.28528 -10.23341 2.49041
48 H -0.88623 -10.09984 1.19347
49 C -0.31532 6.37461 -4.26130
50 C 0.29159 4.99978 -4.17873
51 C -0.41287 4.08459 -3.20228
52 O 0.19309 4.48548 -5.49110
53 H 0.30576 7.01311 -4.88954
54 H -0.28805 6.87065 -3.29111
55 H -1.35086 6.34523 -4.60026
56 H 1.33165 5.18330 -3.90910
57 H -0.41911 3.03864 -3.50895
58 H -1.43384 4.40260 -2.99113
59 H 0.20062 4.09357 -2.30136
60 H 0.55741 5.15152 -6.07869
61 C 1.62013 -4.03254 2.46287
62 C 0.14830 -3.74382 2.63869
63 C -0.55863 -4.68378 3.66739
64 O -0.02224 -2.41027 3.05581
65 H 2.10443 -3.92677 3.43364
66 H 2.03611 -3.21226 1.87790
67 H 1.82699 -4.99536 1.99568
68 H -0.32210 -3.79692 1.65686
69 H -0.52292 -5.76739 3.55505
70 H -1.64242 -4.60021 3.58658
71 H -0.21294 -4.49905 4.68447
72 H 0.22867 -1.84374 2.32254
73 C 3.56343 1.43803 5.42348
74 C 3.90611 0.49741 4.31977
75 C 4.05482 -1.03293 4.62361
76 O 2.92043 0.56776 3.35744
77 H 3.24133 2.41048 5.05106
78 H 4.32919 1.53441 6.19318
79 H 2.72362 0.95881 5.92665
80 H 4.82696 0.83887 3.84695
81 H 4.11280 -1.68447 3.75170
82 H 3.12747 -1.35768 5.09547
83 H 4.87216 -1.23033 5.31720
84 H 3.16024 0.18623 2.50979
85 C 2.43868 3.44069 -0.65473
86 C 2.55251 3.16953 0.85038
87 C 3.01423 4.38924 1.66200
88 O 1.31735 2.87345 1.37058
89 H 1.82663 4.31605 -0.87207
90 H 1.92481 2.58553 -1.09375
91 H 3.40811 3.53119 -1.14474
92 H 3.23576 2.32049 0.83034
93 H 3.88769 4.81859 1.17126
94 H 3.29083 4.12172 2.68181
95 H 2.32855 5.22283 1.81395
96 H 1.00805 2.06574 0.95400
97 C 0.49753 5.69479 4.59740
98 C 1.21166 4.43041 4.95527
99 C 1.04078 3.85513 6.38953
100 O 0.76804 3.40293 4.05033
101 H 0.91245 6.47714 5.23290
102 H -0.57335 5.61365 4.78375
103 H 0.55466 5.92428 3.53337
104 H 2.26680 4.59668 4.73816
105 H 0.02520 3.49393 6.55145
106 H 1.30879 4.58848 7.15009
107 H 1.63195 2.95915 6.57886
108 H 0.92396 3.63722 3.13251
109 C -3.53040 -1.93914 2.44664
110 C -4.37878 -1.69522 1.18717
111 C -4.08325 -2.56354 -0.00410
112 O -5.73175 -1.85335 1.49469
113 H -3.71894 -2.91268 2.89916
114 H -3.81135 -1.15312 3.14759
115 H -2.46699 -1.78820 2.26099
116 H -4.24194 -0.64321 0.93687
117 H -3.15549 -2.24458 -0.47910
118 H -4.86128 -2.46453 -0.76105
119 H -3.95661 -3.62299 0.21873
120 H -6.26971 -1.11145 1.20873
121 C -7.75098 2.89457 0.96404
122 C -6.76154 1.84302 1.38300
123 C -6.93132 1.56362 2.83111
124 O -7.10839 0.68390 0.65681
125 H -7.61262 3.87423 1.42144
126 H -8.80070 2.65210 1.12956
127 H -7.64382 3.08772 -0.10334
128 H -5.72617 2.13538 1.20800
129 H -7.97855 1.34633 3.04139
130 H -6.42735 2.31602 3.43773
131 H -6.48694 0.58998 3.03764
132 H -8.01762 0.50491 0.90754
133 C -1.34443 5.82881 -0.13973
134 C -2.50875 6.47759 0.65866
135 C -2.18729 6.74474 2.11390
136 O -2.76184 7.76873 0.12643
137 H -1.38681 6.10950 -1.19212
138 H -1.18717 4.75916 -0.00110
139 H -0.44694 6.36701 0.16516
140 H -3.39581 5.85384 0.54832
141 H -1.37209 7.46749 2.14841
142 H -1.92752 5.82726 2.64198
143 H -3.02851 7.21327 2.62471
144 H -2.12509 8.45180 0.34905
145 C 1.86609 -5.29565 -3.01811
146 C 3.00164 -4.44815 -2.50275
147 C 3.44123 -4.95463 -1.14534
148 O 4.10034 -4.57553 -3.38481
149 H 1.06383 -5.34601 -2.28193
150 H 2.15720 -6.31900 -3.25497
151 H 1.40664 -4.83154 -3.89082
152 H 2.77818 -3.38207 -2.46232
153 H 4.32186 -4.39156 -0.83621
154 H 3.79888 -5.98373 -1.17942
155 H 2.71567 -4.94978 -0.33193
156 H 4.11277 -3.98847 -4.14429
157 C 3.80492 -0.07106 -1.14505
158 C 3.99413 -1.20044 -0.07025
159 C 5.43991 -1.19931 0.40447
160 O 3.16891 -0.95598 1.02840
161 H 4.63269 0.05174 -1.84349
162 H 3.70283 0.92328 -0.71036
163 H 2.92109 -0.28819 -1.74488
164 H 3.78656 -2.15261 -0.55851
165 H 5.60598 -1.93684 1.18968
166 H 5.85589 -0.27494 0.80520
167 H 6.07235 -1.40659 -0.45876
168 H 2.23528 -0.93651 0.80577
169 C 6.09905 -3.03064 -5.75748
170 C 5.09718 -1.88261 -5.65584
171 C 4.89637 -1.26507 -7.01451
172 O 3.89465 -2.44322 -5.17595
173 H 5.72109 -3.79798 -6.43309
174 H 6.33552 -3.46357 -4.78550
175 H 7.04375 -2.74895 -6.22254
176 H 5.36867 -1.14926 -4.89650
177 H 3.96565 -0.69895 -7.05167
178 H 4.80245 -1.96596 -7.84398
179 H 5.75443 -0.64155 -7.26563
180 H 3.22840 -1.75993 -5.27994
181 C 0.11727 0.33090 7.17489
182 C -0.12737 -0.92369 6.26465
183 C -1.63119 -1.21815 6.09652
184 O 0.57285 -0.66970 5.04180
185 H -0.46603 0.21316 8.08813
186 H -0.30366 1.22160 6.70846
187 H 1.12915 0.53178 7.52677
188 H 0.30839 -1.75226 6.82294
189 H -1.83522 -2.05155 5.42427
190 H -2.07540 -0.28354 5.75405
191 H -2.02021 -1.50183 7.07442
192 H 0.39468 -1.44991 4.51157
193 C -0.41179 0.23640 -5.27538
194 C 0.62428 -0.44781 -4.42465
195 C 0.51770 -1.96096 -4.31367
196 O 1.89683 -0.27173 -4.85718
197 H -1.46524 0.04081 -5.07521
198 H -0.14457 -0.16694 -6.25212
199 H -0.29168 1.31409 -5.16479
200 H 0.52064 -0.05156 -3.41452
201 H 0.46187 -2.45086 -5.28578
202 H -0.39929 -2.34364 -3.86560
203 H 1.36910 -2.37341 -3.77227
204 H 2.11345 0.65997 -4.77587
205 C -2.03112 -5.21692 -2.37957
206 C -3.49235 -5.56943 -2.73739
207 C -3.86690 -5.21100 -4.14509
208 O -3.72905 -6.91830 -2.54513
209 H -1.76418 -5.18542 -1.32324
210 H -1.83079 -4.26605 -2.87333
211 H -1.31139 -5.87472 -2.86680
212 H -4.10076 -5.02065 -2.01851
213 H -4.94988 -5.21662 -4.26847
214 H -3.43536 -5.96241 -4.80635
215 H -3.51026 -4.21569 -4.41015
216 H -3.61468 -7.16982 -1.62576
217 C -2.70008 2.84879 4.79957
218 C -2.79070 2.10161 3.48479
219 C -2.65402 2.97003 2.23709
220 O -1.81162 1.09536 3.35026
221 H -2.97514 2.09024 5.53241
222 H -3.35122 3.71762 4.89569
223 H -1.75628 3.26223 5.15511
224 H -3.77592 1.64119 3.41089
225 H -3.55758 3.57686 2.17834
226 H -2.65074 2.33158 1.35365
227 H -1.71225 3.51145 2.32667
228 H -1.97854 0.73050 2.47813


Number 2 is which compound? C57H151AgO19